Density functional theory data (ωB97M-V with the def2-TZVPD basis set) for an isolated molecule of C4H6N2O.

Geometry as XYZ:
```
13
Properties=species:S:1:pos:R:3
C 0.160 0.903 -0.452
N -1.076 1.082 -1.329
H 1.295 -0.560 2.397
C -0.377 0.086 -1.600
N -0.334 -1.081 -2.305
H -0.120 -1.911 -1.767
C 0.116 -0.012 0.712
H 1.465 1.172 1.963
O -0.392 -1.113 0.540
H 0.813 1.786 -0.409
C 0.776 0.326 2.021
H -0.110 -1.086 -3.287
H -0.022 0.572 2.729
```

Energy above the lowest of the compared OMol25 structures with the same formula, charge and spin   65.9 kcal/mol
Calculated total energy   -9270.6461 eV
HOMO-LUMO gap   10.11 eV
SMILES   CC(=O)[C@@H]1N=C1N